# 1
The ion C21H24F3OSi with charge +1, computed with wB97M-V/def2-TZVPD.

The strongest force on any atom is 0.062 hartree/bohr. The energy above the lowest of the compared OMol25 structures with the same formula, charge and spin comes out at 0.00 kcal/mol. For the LUMO energy, the calculation gives -4.95 eV. For the HOMO energy, the calculation gives -12.29 eV. The charge is +1. For the HOMO-LUMO gap, the calculation gives 7.342 eV.

Atoms and positions in Å:
C (-0.79158, 4.23077, 1.78638)
Si (-1.12771, 3.74206, 0.02738)
C (-2.91700, 3.32903, -0.22021)
C (-0.45781, 4.99798, -1.16222)
O (-0.22569, 2.27938, -0.18633)
C (-0.46506, 1.24052, -0.89999)
C (0.41242, 0.05312, -0.88239)
C (0.70656, -0.22141, -2.36469)
C (1.82255, -0.86477, -2.72192)
H (-1.34436, 5.15921, 1.99540)
H (-1.11873, 3.46352, 2.49862)
H (0.27731, 4.42396, 1.94730)
H (-3.49697, 4.26295, -0.15029)
H (-3.10020, 2.87830, -1.20518)
H (-3.27305, 2.64065, 0.55925)
H (-1.05186, 5.91926, -1.07126)
H (0.58829, 5.23960, -0.92969)
H (-0.51610, 4.64751, -2.20053)
H (-1.30667, 1.27127, -1.59772)
H (1.36905, 0.21572, -0.35088)
H (-0.05515, 0.18924, -3.04291)
H (2.02741, -1.15855, -3.75722)
H (2.53886, -1.12348, -1.94141)
F (4.39640, -4.94390, -1.05614)
C (3.13955, -5.40459, -1.35135)
F (3.11696, -5.64590, -2.69625)
F (2.99919, -6.61803, -0.72428)
C (2.06468, -4.45030, -0.91829)
C (0.95143, -4.23859, -1.72614)
C (0.08126, -3.21054, -1.40218)
C (0.30615, -2.40886, -0.27053)
C (-0.38607, -1.03919, -0.19893)
C (-0.71918, -0.54746, 1.21597)
C (-2.04243, -0.21900, 1.50658)
C (-2.33880, 0.53064, 2.64166)
C (-1.31406, 0.90374, 3.51717)
C (-0.00029, 0.48926, 3.27473)
C (0.30283, -0.19372, 2.09179)
C (1.26491, -2.82340, 0.65538)
C (2.17749, -3.82118, 0.31543)
H (0.80756, -4.82373, -2.62675)
H (-0.73199, -2.95711, -2.08869)
H (-1.32646, -1.14454, -0.74921)
H (-2.82270, -0.50124, 0.79289)
H (-3.37157, 0.82746, 2.83230)
H (-1.53805, 1.52299, 4.38745)
H (0.79925, 0.72274, 3.97756)
H (1.35068, -0.41303, 1.84869)
H (1.34856, -2.34310, 1.63004)
H (2.99019, -4.06529, 0.99159)

Results of the natural (NBO) charge analysis, in e, for atoms 1 through 2:
1. C -1.1448
2. Si 1.8339

---

# 2
A structure of composition C21H24F4N3NiO4S, computed with wB97M-V/def2-TZVPD.

The strongest force on any atom is 0.067 hartree/bohr. For the LUMO energy (alpha / beta), the calculation gives 2.75 / 2.75 eV. Its expectation value of S² is 2.007. For the HOMO energy (alpha / beta), the calculation gives -4.76 / -5.02 eV. As for the spin multiplicity: 3. The charge is -1. For the HOMO-LUMO gap (alpha / beta), the calculation gives 7.511 / 7.767 eV.

Atoms and positions in Å:
Ni (-0.02291, 0.82852, -0.96597)
C (-1.51735, -0.54919, -4.19609)
C (-0.04803, -0.53653, -3.85249)
N (0.53395, 0.63783, -3.09524)
C (0.08349, 1.98612, -3.68755)
C (0.80637, 3.19762, -3.14781)
C (2.01049, 0.52472, -3.06193)
C (2.69063, 0.93392, -1.74477)
N (1.82419, 1.07258, -0.57741)
C (2.39263, 1.32265, 0.65058)
C (1.62891, 1.32455, 1.86878)
F (0.26691, 1.20182, 1.79259)
C (2.18823, 1.28842, 3.12170)
F (1.45282, 1.19296, 4.24514)
C (3.58945, 1.42836, 3.31439)
C (4.37999, 1.50875, 2.13934)
F (5.68230, 1.81809, 2.22033)
C (3.79837, 1.52865, 0.87333)
F (4.68113, 1.71412, -0.17776)
H (-1.89504, -1.55440, -3.92103)
H (-1.66796, -0.35481, -5.28605)
H (-2.11825, 0.20143, -3.62458)
H (0.55900, -0.57389, -4.77448)
H (0.31148, -1.42563, -3.30253)
H (-0.99570, 2.01378, -3.50954)
H (0.25034, 1.91804, -4.76895)
H (1.11496, 3.13112, -2.10186)
H (0.11072, 4.05475, -3.26039)
H (1.71175, 3.42233, -3.78385)
H (2.46298, 1.07642, -3.90736)
H (2.21737, -0.53986, -3.24046)
H (3.24462, 1.85947, -1.97037)
H (3.43895, 0.16451, -1.51175)
H (4.03078, 1.47690, 4.31539)
C (-2.53405, -2.54101, 5.76873)
C (-2.11690, -2.64184, 4.32024)
C (-0.98660, -1.93928, 3.87912)
C (-0.67679, -1.81459, 2.51902)
C (-1.55680, -2.38959, 1.58168)
C (-2.63439, -3.18595, 1.98614)
C (-2.86851, -3.35422, 3.34070)
S (-1.20090, -2.11165, -0.18140)
O (0.17723, -2.42792, -0.47574)
O (-2.22302, -2.83248, -0.92035)
N (-1.36545, -0.46041, -0.47430)
C (-2.62395, 0.20423, -0.23077)
C (-2.49127, 1.71441, -0.68814)
O (-3.51511, 2.37923, -0.88444)
O (-1.33091, 2.20368, -0.79920)
H (-1.77476, -1.99906, 6.34121)
H (-2.65035, -3.54833, 6.22211)
H (-3.49800, -1.99533, 5.86654)
H (-0.34866, -1.48313, 4.62101)
H (0.22468, -1.27287, 2.20153)
H (-3.28550, -3.64309, 1.23428)
H (-3.66082, -3.99574, 3.65026)
H (-2.86834, 0.19200, 0.83268)
H (-3.38840, -0.35115, -0.78224)

Results of the natural (NBO) charge analysis, in e, for atoms 1 through 2:
1. Ni 1.4628
2. C -0.6470

---

# 3
A structure of composition C21H24N11OPtS4Sb, computed with wB97M-V/def2-TZVPD.

The strongest force on any atom is 0.011 hartree/bohr. The energy above the lowest of the compared OMol25 structures with the same formula, charge and spin comes out at 111.98 kcal/mol. For the LUMO energy, the calculation gives 3.81 eV. For the HOMO energy, the calculation gives -1.07 eV. The charge is -2. For the HOMO-LUMO gap, the calculation gives 4.878 eV.

Atoms and positions in Å:
Pt (3.03924, -0.10019, -0.61043)
S (7.49882, -1.92262, -2.26161)
Sb (5.43020, -1.14813, -2.86990)
S (3.86091, -2.14554, -1.27767)
S (4.87509, 0.94468, -1.47150)
S (3.89193, 2.10843, -2.87098)
C (-0.01029, 0.39155, -1.89981)
C (0.12059, -0.71828, -0.92317)
N (1.20464, -1.03207, -0.25072)
C (0.94581, -2.18549, 0.44792)
C (-0.33530, -2.56435, 0.21808)
N (-0.85129, -1.63362, -0.66246)
C (-2.11844, -1.70652, -1.33165)
N (-2.25819, -2.98726, -1.98543)
N (-3.33098, -3.78025, -1.76642)
N (-3.19606, -4.88360, -2.42254)
C (-1.98344, -4.84478, -3.08462)
C (-1.35185, -5.79346, -3.90228)
C (-0.10463, -5.47481, -4.38144)
C (0.52329, -4.24818, -4.06201)
C (-0.08468, -3.29980, -3.27208)
C (-1.36345, -3.62674, -2.79866)
H (0.90793, 0.98266, -1.88271)
H (-0.85335, 1.03384, -1.65106)
H (-0.13808, 0.00128, -2.91363)
H (1.71661, -2.65952, 1.02746)
H (-0.91390, -3.39899, 0.56239)
H (-2.13694, -0.90953, -2.07827)
H (-2.96863, -1.59310, -0.65565)
H (-1.82715, -6.73819, -4.12584)
H (0.42628, -6.18516, -5.00186)
H (1.52258, -4.05518, -4.42847)
H (0.42491, -2.38616, -3.00401)
C (-1.92211, 1.19483, 4.25341)
C (-1.22799, 0.06483, 3.47500)
N (-1.00660, 0.48351, 2.09034)
C (-0.52976, 1.83131, 1.99170)
N (0.05153, 2.06119, 0.65405)
C (-0.29837, 3.38829, 0.10938)
C (0.18510, 4.60604, 0.91975)
C (-0.28907, 4.78208, 2.38553)
N (-1.54575, 2.81799, 2.40707)
C (-2.53542, 2.20700, 3.28908)
H (-1.19085, 1.71864, 4.87112)
H (-2.69454, 0.78875, 4.91214)
H (-1.85676, -0.82955, 3.44919)
H (-0.28809, -0.19610, 3.97615)
H (-0.36921, -0.13979, 1.61302)
H (-1.38355, 3.39364, -0.00032)
H (0.15925, 3.44090, -0.88124)
H (-0.14063, 5.48990, 0.36211)
H (1.27526, 4.62356, 0.87915)
H (-1.22926, 5.34105, 2.40342)
H (0.45555, 5.37496, 2.92372)
H (-3.27202, 1.71721, 2.64617)
H (-3.03513, 3.01577, 3.82537)
O (2.35283, 1.89269, 0.03355)
N (1.47332, 2.12993, 0.96277)
C (1.65063, 2.55809, 2.21743)
C (2.89533, 3.11770, 2.64342)
N (3.83705, 3.65085, 3.04312)
C (0.45618, 2.45951, 2.95467)
N (-0.53913, 3.57427, 3.18073)

Results of the natural (NBO) charge analysis, in e, for atoms 1 through 2:
1. Pt 0.5079
2. S -0.9910

---

# 4
A structure of composition C21H24N12SSn, computed with wB97M-V/def2-TZVPD.

The strongest force on any atom is 0.002 hartree/bohr. The energy above the lowest of the compared OMol25 structures with the same formula, charge and spin comes out at 0.00 kcal/mol. For the LUMO energy (alpha / beta), the calculation gives -9.30 / -8.21 eV. For the HOMO energy (alpha / beta), the calculation gives -13.93 / -13.94 eV. The charge is +2. For the HOMO-LUMO gap (alpha / beta), the calculation gives 4.631 / 5.731 eV.

Atoms and positions in Å:
Sn (0.80589, 0.08667, -0.92177)
C (-1.44802, 5.70372, 1.69273)
C (-0.77421, 4.44996, 1.06471)
C (0.32180, 3.91077, 1.97793)
C (-1.86873, 3.49669, 0.76201)
C (-2.25974, 2.48162, 1.67957)
C (-3.29355, 1.65157, 1.37996)
C (-4.01688, 1.79051, 0.15418)
C (-5.15625, 0.89398, -0.12460)
C (-3.63240, 2.80753, -0.75800)
C (-2.59840, 3.63670, -0.46095)
H (-0.67268, 6.44609, 1.87811)
H (-1.91987, 5.45033, 2.64219)
H (-2.19430, 6.14359, 1.03252)
H (-0.34205, 4.76979, 0.11175)
H (-0.03417, 3.76185, 2.99784)
H (1.13490, 4.63341, 2.02550)
H (0.73252, 2.96773, 1.61254)
H (-1.72583, 2.37482, 2.61328)
H (-3.59342, 0.87446, 2.07171)
H (-4.86195, -0.14925, 0.02462)
H (-5.56467, 1.02745, -1.12206)
H (-5.94895, 1.08224, 0.61000)
H (-4.18003, 2.91596, -1.68500)
H (-2.30391, 4.42064, -1.14780)
N (4.56120, -0.71367, -0.61236)
C (3.69155, -0.90495, 0.45188)
N (4.12013, -1.35250, 1.60808)
N (3.02707, -1.37932, 2.38119)
N (1.99720, -0.97132, 1.72488)
N (2.37276, -0.66253, 0.46441)
C (4.21827, -0.22335, -1.79327)
N (5.08417, 0.00032, -2.82332)
N (4.36853, 0.47205, -3.77126)
N (3.04883, 0.55417, -3.36835)
N (2.95944, 0.12694, -2.15001)
H (5.53823, -0.93184, -0.43746)
C (-0.39913, -2.75285, 3.16571)
N (0.14036, -3.24819, 1.90395)
C (1.05052, -4.27843, 1.77386)
C (1.39428, -4.35628, 0.47710)
N (0.69639, -3.34574, -0.18207)
C (-0.06812, -2.66923, 0.71778)
S (-1.06028, -1.31405, 0.41517)
C (0.68735, -3.17535, -1.58990)
C (0.56438, -4.29421, -2.39292)
C (0.58757, -4.13121, -3.76836)
C (0.71344, -2.85462, -4.29264)
C (0.81605, -1.79146, -3.42004)
N (0.81931, -1.94127, -2.08479)
H (-0.11678, -3.44665, 3.95136)
H (-1.48245, -2.69351, 3.10272)
H (0.02295, -1.76984, 3.36590)
H (1.38188, -4.85450, 2.61940)
H (2.07840, -5.00843, -0.03503)
H (0.43365, -5.26853, -1.94395)
H (0.49391, -4.99091, -4.41791)
H (0.73170, -2.67754, -5.35807)
H (0.92212, -0.78001, -3.79264)

Results of the natural (NBO) charge analysis, in e, for atoms 1 through 2:
1. Sn 1.2311
2. C -0.5788

---

# 5
An isolated molecule of C21H24N2O6S, computed with wB97M-V/def2-TZVPD.

The strongest force on any atom is 0.020 hartree/bohr. The energy above the lowest of the compared OMol25 structures with the same formula, charge and spin comes out at 28.01 kcal/mol. The SMILES is Cc1ccc(NS(=O)(=O)c2ccc(C(=O)OCC(=O)NC[C@H]3CCCO3)cc2)cc1. For the LUMO energy, the calculation gives -0.19 eV. For the HOMO energy, the calculation gives -8.68 eV. The charge is 0. For the HOMO-LUMO gap, the calculation gives 8.493 eV.

Atoms and positions in Å:
C (4.68037, -4.06309, -1.47136)
C (4.43229, -2.59014, -1.35214)
C (4.93627, -1.87684, -0.26909)
C (4.71532, -0.52053, -0.13710)
C (3.96626, 0.15700, -1.09424)
C (3.45778, -0.54501, -2.18083)
C (3.69692, -1.90169, -2.30634)
H (3.29983, -2.43088, -3.16064)
H (2.88304, -0.02326, -2.93331)
N (3.74394, 1.53100, -0.96152)
S (3.28370, 2.20425, 0.50328)
O (2.83731, 3.52457, 0.17965)
O (4.32603, 2.03234, 1.46416)
C (1.87917, 1.18403, 0.95305)
C (2.06124, 0.08318, 1.76787)
C (0.98202, -0.74061, 2.03166)
C (-0.26686, -0.44570, 1.48829)
C (-0.43682, 0.66834, 0.66679)
C (0.64991, 1.48057, 0.39573)
H (0.55720, 2.35543, -0.22844)
H (-1.40137, 0.88662, 0.23414)
C (-1.40083, -1.35703, 1.79674)
O (-1.28287, -2.50178, 2.15166)
O (-2.57929, -0.74327, 1.62042)
C (-3.77096, -1.49904, 1.79697)
H (-4.29628, -1.13808, 2.68535)
H (-3.52011, -2.55829, 1.93316)
C (-4.68174, -1.32131, 0.57807)
O (-5.88539, -1.23694, 0.68379)
N (-4.01679, -1.31285, -0.59333)
H (-3.01021, -1.23941, -0.56817)
C (-4.64057, -0.88239, -1.81894)
H (-5.71829, -0.92858, -1.65205)
H (-4.37336, -1.57636, -2.61975)
C (-4.19867, 0.56762, -2.19471)
C (-5.38825, 1.52555, -2.27439)
H (-5.11449, 2.40514, -2.85877)
C (-5.56439, 1.89741, -0.80335)
H (-6.12270, 1.12082, -0.28003)
H (-6.06821, 2.85024, -0.66287)
C (-4.11571, 1.93362, -0.31152)
H (-3.69824, 2.94642, -0.35653)
O (-3.35333, 1.11283, -1.19531)
H (-4.01068, 1.55551, 0.71018)
H (-6.26896, 1.06525, -2.71422)
H (-3.61436, 0.54111, -3.11998)
H (1.08455, -1.61298, 2.65874)
H (3.03473, -0.10398, 2.19005)
H (3.24668, 1.95958, -1.72715)
H (5.12310, 0.03253, 0.69295)
H (5.51967, -2.39372, 0.47891)
H (5.74015, -4.28252, -1.35494)
H (4.14208, -4.60004, -0.69061)
H (4.34975, -4.43739, -2.43666)

Results of the natural (NBO) charge analysis, in e, for atoms 1 through 2:
1. C -0.6246
2. C -0.0357

---

# 6
A structure of composition C21H24N4O10PdS2, computed with wB97M-V/def2-TZVPD.

The strongest force on any atom is 0.050 hartree/bohr. The energy above the lowest of the compared OMol25 structures with the same formula, charge and spin comes out at 4.24 kcal/mol. For the LUMO energy, the calculation gives 4.21 eV. For the HOMO energy, the calculation gives -1.65 eV. The charge is -2. For the HOMO-LUMO gap, the calculation gives 5.859 eV.

Atoms and positions in Å:
Pd (0.11970, 0.34819, -0.83167)
O (3.47275, 2.40445, 0.19581)
C (2.53896, 1.60210, 0.28225)
O (2.00577, 1.09391, -0.76151)
C (2.08819, 1.14199, 1.66019)
C (3.03469, 0.43376, 2.36170)
C (2.71765, -0.14159, 3.56742)
C (1.42302, -0.08681, 4.09096)
C (0.49839, 0.69107, 3.47404)
C (0.75856, 1.40151, 2.21697)
O (-0.04788, 2.13409, 1.63020)
N (-0.82553, 0.78641, 4.11052)
O (-1.33584, -0.20842, 4.53651)
O (-1.22905, 1.90055, 4.30122)
N (3.74189, -0.82242, 4.31452)
O (3.43416, -1.52688, 5.29713)
O (4.89673, -0.71719, 3.95633)
H (4.04932, 0.32743, 1.97384)
H (1.14704, -0.61870, 4.96578)
C (0.68820, 3.66532, -1.19238)
S (-0.53308, 2.85535, -2.18607)
O (-0.45590, 3.54807, -3.52468)
C (-2.00630, 3.53321, -1.38219)
C (-2.99122, 3.84214, -2.32038)
C (-4.19097, 4.37965, -1.91487)
C (-4.37343, 4.64488, -0.54893)
C (-3.44670, 4.19743, 0.38655)
C (-2.21364, 3.67528, -0.01382)
H (0.74829, 4.68774, -1.58335)
H (1.65744, 3.14945, -1.35879)
H (0.44229, 3.63526, -0.12088)
H (-2.77309, 3.67858, -3.36718)
H (-5.01839, 4.51473, -2.63205)
H (-5.31675, 5.11415, -0.16358)
H (-3.62639, 4.30065, 1.44871)
H (-1.51489, 3.31322, 0.72381)
C (-2.42312, -1.40762, 0.76466)
S (-1.41519, -1.16299, -0.76854)
C (-2.67728, -0.58733, -1.90227)
O (-1.00711, -2.57510, -1.16459)
H (-3.21049, -2.15811, 0.70452)
H (-2.82314, -0.46167, 1.12831)
H (-1.70986, -1.75268, 1.51101)
H (-3.03166, 0.32111, -1.52222)
H (-3.46170, -1.28341, -2.09414)
H (-2.03769, -0.37151, -2.76231)
N (1.98039, -3.71586, -5.01879)
C (1.86769, -3.80889, -3.88091)
N (1.77473, -3.99787, -2.56443)
C (2.17494, -2.86825, -1.70465)
C (2.40671, -3.45729, -0.29826)
O (1.35005, -4.26218, 0.19770)
C (1.06283, -5.32809, -0.68317)
C (0.67426, -4.82108, -2.09243)
H (1.44659, -2.08537, -1.68818)
H (3.12663, -2.43317, -2.02336)
H (2.59868, -2.68776, 0.42050)
H (3.27756, -4.13548, -0.34272)
H (0.26450, -5.85625, -0.19737)
H (1.94828, -5.97156, -0.74678)
H (-0.28928, -4.29730, -2.11840)
H (0.56872, -5.71289, -2.74529)

Results of the natural (NBO) charge analysis, in e, for atoms 1 through 2:
1. Pd -0.0735
2. O -0.7137

---

Question: Number 2 is which compound?
Answer: C21H24F4N3NiO4S